85
Properties=species:S:1:pos:R:3:forces:R:3:lowdin_charge:R:1 method="wB97M-V/def2-TZVPD" fmax_ev_per_a=0.20 mol_weight_g_mol=688.85 homo_lumo_gap_ev=6.05 de_lowest_kcal_mol=0.0 e_lumo_ev=4.208 multiplicity=1 charge=-2
Al 0.03023 -1.81094 0.84418 -0.045 -0.014 -0.067 -0.10
C -1.14632 4.06677 -1.68799 0.009 -0.007 0.012 0.01
C -0.30302 2.80607 -1.78361 -0.014 0.047 -0.023 -0.57
C 0.59773 2.81926 -3.01021 -0.005 -0.005 -0.016 0.02
O 0.46232 2.68962 -0.59240 -0.008 -0.009 -0.005 -0.01
C 0.27917 1.39919 -0.00440 -0.002 -0.007 -0.023 -0.14
C -0.71409 0.68682 -0.92344 -0.014 0.020 0.053 -0.15
O -1.16190 1.68845 -1.83187 0.013 0.000 -0.005 0.00
C -1.90564 0.07193 -0.14075 0.105 -0.016 -0.044 -0.38
O -1.37562 -0.72874 0.86077 -0.026 -0.027 0.008 -0.10
C -2.80622 -0.76928 -1.05185 -0.051 0.003 0.071 -0.14
C -3.95750 -1.31491 -0.48586 0.039 -0.002 -0.021 -0.04
C -4.76106 -2.18060 -1.20321 -0.024 -0.009 0.003 -0.09
C -4.42567 -2.52298 -2.50770 -0.008 -0.012 0.001 -0.10
C -3.29166 -1.97729 -3.08247 0.022 0.023 -0.013 -0.08
C -2.48867 -1.09886 -2.36084 -0.018 -0.010 -0.052 -0.02
C -2.72877 1.19531 0.49839 -0.010 0.002 -0.025 -0.12
C -2.59451 1.46953 1.85399 0.010 0.008 -0.007 -0.01
C -3.31248 2.50331 2.44471 0.013 -0.006 0.009 -0.09
C -4.18420 3.26991 1.68719 -0.020 0.017 -0.005 -0.12
C -4.33965 2.98915 0.33440 -0.003 0.007 -0.003 -0.10
C -3.61946 1.96086 -0.25291 0.003 -0.009 0.018 -0.03
C 1.62645 0.64403 0.20054 -0.005 0.020 0.023 -0.37
O 1.38818 -0.68464 0.47362 0.059 -0.007 -0.004 -0.12
C 2.49598 0.77707 -1.06066 0.007 -0.004 0.013 -0.12
C 3.29767 1.89355 -1.29012 -0.002 -0.006 -0.003 -0.04
C 4.04594 2.00409 -2.45228 -0.004 0.004 0.006 -0.10
C 3.99910 0.99995 -3.41105 0.010 0.005 -0.012 -0.11
C 3.21040 -0.11899 -3.18670 0.018 -0.011 -0.020 -0.08
C 2.47353 -0.23396 -2.01481 -0.030 -0.003 0.026 -0.01
C 2.39718 1.25833 1.38128 0.012 -0.018 0.022 -0.12
C 2.09947 2.48878 1.95377 -0.005 0.004 -0.013 -0.02
C 2.84332 2.96922 3.02809 -0.009 0.026 0.010 -0.10
C 3.89526 2.22932 3.54017 0.019 -0.011 0.020 -0.12
C 4.20209 0.99797 2.97001 0.001 0.000 -0.019 -0.09
C 3.46023 0.52189 1.90316 -0.007 0.022 -0.011 -0.02
H -0.49803 4.94393 -1.64883 0.003 -0.003 0.004 0.08
H -1.75602 4.02298 -0.78667 -0.002 0.004 0.004 0.08
H -1.79966 4.14597 -2.55830 0.000 -0.008 -0.002 0.09
H 1.32125 3.63287 -2.94289 -0.003 0.004 0.010 0.09
H -0.01630 2.95631 -3.90244 0.002 -0.002 0.000 0.09
H 1.13812 1.87793 -3.09579 -0.004 0.002 -0.002 0.07
H -0.16785 1.53278 0.98247 0.014 -0.011 0.008 0.15
H -0.21652 -0.12350 -1.46460 -0.010 0.003 0.006 0.13
H -4.18882 -1.08953 0.54850 0.002 -0.002 0.003 0.13
H -5.62622 -2.62966 -0.73055 0.004 -0.005 -0.001 0.10
H -5.01862 -3.24675 -3.05287 -0.005 0.005 0.004 0.09
H -2.99792 -2.26347 -4.08509 0.005 -0.003 -0.004 0.10
H -1.59864 -0.70356 -2.83157 -0.015 -0.012 0.002 0.11
H -1.92876 0.84445 2.43484 -0.004 -0.004 0.003 0.12
H -3.19248 2.70350 3.50330 0.000 -0.001 0.000 0.09
H -4.74777 4.07390 2.14689 0.000 0.000 -0.001 0.09
H -5.02790 3.57382 -0.26565 0.000 0.000 0.002 0.09
H -3.74765 1.73734 -1.30392 0.003 0.001 -0.003 0.12
H 3.33058 2.68675 -0.55391 -0.001 0.002 0.001 0.12
H 4.66263 2.88140 -2.61311 0.002 0.000 0.000 0.09
H 4.57860 1.08726 -4.32298 -0.002 0.000 0.000 0.09
H 3.16502 -0.91493 -3.92022 0.000 0.001 0.001 0.10
H 1.87344 -1.11619 -1.83687 0.005 -0.010 0.004 0.06
H 1.28948 3.08944 1.56019 0.004 -0.001 -0.001 0.11
H 2.59046 3.92840 3.46574 0.001 -0.001 -0.002 0.09
H 4.46898 2.60229 4.38077 0.000 -0.002 -0.001 0.09
H 5.01676 0.40258 3.36574 -0.001 -0.001 0.005 0.10
H 3.67777 -0.44481 1.46779 -0.004 -0.004 -0.003 0.12
S -1.98570 -4.14379 0.44655 0.001 -0.029 -0.010 0.58
C -1.11717 -4.08687 -0.99467 0.012 0.028 0.038 -1.12
S 0.31476 -3.07291 -1.08404 -0.025 0.022 -0.008 0.72
C -1.47501 -4.79879 -2.15315 -0.030 0.067 0.086 -0.43
C -2.63493 -5.61252 -2.20022 -0.113 -0.063 0.011 -0.31
N -3.57218 -6.28209 -2.30461 0.010 -0.004 0.001 0.10
C -0.76764 -4.68945 -3.37508 0.179 -0.043 -0.073 -0.32
N -0.20717 -4.64091 -4.38644 -0.054 0.039 -0.018 0.10
C 1.77915 -2.73311 4.74266 -0.013 -0.003 -0.002 -0.11
C 1.72578 -2.30450 3.27434 -0.002 0.005 -0.001 -0.51
C 2.85132 -2.98401 2.49771 0.007 -0.004 0.003 -0.10
C 0.37151 -2.60429 2.62732 -0.015 0.020 0.044 -0.19
H 2.74753 -2.50333 5.20247 0.003 0.004 -0.001 0.06
H 1.61153 -3.81193 4.82595 0.000 -0.001 -0.002 0.07
H 0.99901 -2.23280 5.32190 0.003 0.002 0.001 0.06
H 1.90345 -1.22255 3.24008 -0.003 -0.021 -0.004 0.11
H 2.72022 -4.07080 2.52365 -0.002 0.000 0.003 0.08
H 3.83500 -2.75177 2.92206 0.002 0.001 -0.002 0.07
H 2.84316 -2.67912 1.44979 0.000 0.013 0.000 0.06
H -0.43806 -2.23552 3.27481 0.005 -0.004 0.009 0.06
H 0.22366 -3.68963 2.56978 0.009 0.005 -0.010 0.05

49
Properties=species:S:1:pos:R:3:forces:R:3:lowdin_charge:R:1 method="wB97M-V/def2-TZVPD" fmax_ev_per_a=17.23 mol_weight_g_mol=386.48 homo_lumo_gap_ev=7.69 de_lowest_kcal_mol=443.0 e_lumo_ev=-0.359 multiplicity=1 charge=0
C 1.68800 4.97200 0.77586 -7.459 -2.042 0.787 -0.02
H 2.62916 4.68133 0.66082 3.831 -0.772 -1.192 0.04
H 1.46083 5.85038 1.17400 0.515 4.072 2.773 0.03
H 1.14750 4.24795 1.44220 0.847 0.308 -0.265 0.10
C 0.73730 5.11406 -0.43953 7.256 -3.702 -2.102 -0.09
N 1.05318 3.83536 -1.17086 -0.746 -0.714 -0.101 0.01
C 0.36438 2.76196 -0.88514 -8.096 -3.009 -0.618 -0.11
C -1.00861 2.53820 -0.22449 4.198 1.814 0.469 -0.01
C -1.55376 1.31160 -0.25922 -1.499 -4.127 1.659 -0.07
C -1.03681 0.18914 -0.99410 4.677 3.296 -4.377 -0.12
C 0.13867 0.41709 -2.07236 -4.805 2.207 5.935 0.18
C 0.63007 1.76636 -1.97774 -9.932 -6.202 8.245 -0.28
N 1.64144 2.18558 -2.38230 12.585 -2.169 -11.569 0.11
C 1.96315 3.31916 -2.25128 -0.830 7.923 4.525 -0.29
C 2.86790 4.31310 -2.70100 10.647 -8.782 3.913 0.00
H 3.74861 4.68184 -1.85147 -2.751 -0.997 -1.587 0.16
H 2.57704 5.10267 -3.05107 -3.620 8.360 -4.324 -0.04
H 3.68829 3.72415 -3.33110 -1.978 1.586 0.426 0.14
H 0.41626 -0.45841 -2.59784 0.973 0.067 -0.832 0.08
C -1.61348 -1.09231 -0.98874 -5.289 -0.038 3.063 -0.38
O -2.60158 -1.27203 -0.07977 4.431 -0.752 -4.344 -0.07
N -1.36452 -1.90459 -2.07887 -5.383 -3.194 5.915 0.06
H -0.71827 -1.92920 -2.73486 3.834 0.553 -3.326 0.06
N -1.89152 -3.24106 -1.93928 -6.662 1.014 0.576 -0.18
H -3.14578 -3.17736 -1.54745 5.316 -0.062 -1.264 0.28
S -0.97689 -4.40482 -1.21942 9.314 10.513 -2.013 0.65
O -1.58538 -5.57873 -1.04076 -4.242 -7.166 0.303 -0.24
O 0.21731 -4.19662 -2.14792 -2.525 -1.477 2.900 -0.37
C -0.64601 -3.71000 0.51857 -5.506 -4.636 -0.965 -0.14
C -1.73877 -4.26006 1.35722 1.135 -1.892 -10.355 -0.10
C -1.91968 -3.81528 2.49759 -1.485 4.620 12.910 -0.08
C -1.05320 -2.82146 3.10941 4.666 -2.546 -7.290 -0.22
C 0.08886 -2.50157 2.24495 -2.396 4.367 12.109 -0.02
C 0.16189 -2.82045 1.06539 4.048 -1.535 -12.371 -0.33
C 1.33099 -2.31635 0.18097 -7.664 -2.493 -6.718 0.03
H 1.24964 -1.38516 -0.22328 -0.342 2.930 -0.334 0.03
H 2.08989 -2.49650 0.62767 9.687 -1.189 6.123 -0.04
H 1.62838 -2.94343 -0.81620 -1.662 0.900 2.226 0.14
H 0.83628 -1.75993 2.60847 -0.560 -0.670 0.139 0.15
C -0.91295 -2.34591 4.38536 0.700 -3.568 7.476 -0.10
H -1.10380 -3.32766 5.31538 0.283 2.971 -2.740 0.19
H -1.61467 -1.66325 4.54057 -3.930 2.686 1.256 0.03
H -0.09063 -1.78312 4.84883 0.791 -0.731 -1.285 0.09
H -2.64578 -4.07728 3.37666 0.448 -0.295 -2.473 0.16
H -2.53580 -4.81143 0.79748 1.042 -0.075 1.046 0.13
H -2.39299 0.89061 0.50977 1.811 1.654 -2.060 0.17
H -1.27450 3.20375 0.58996 -0.445 0.231 -0.280 0.09
H 1.32421 5.71627 -1.07248 -0.057 2.020 -0.869 0.09
H -0.25383 5.27141 -0.54859 -3.173 0.743 0.883 0.10

19
Properties=species:S:1:pos:R:3:forces:R:3:lowdin_charge:R:1 method="wB97M-V/def2-TZVPD" fmax_ev_per_a=1.56 mol_weight_g_mol=74.17 homo_lumo_gap_ev=12.45 de_lowest_kcal_mol=10.5 smiles=CCC.CC e_lumo_ev=1.140 multiplicity=1 charge=0
C -0.67928 1.39233 0.58761 -0.618 -0.250 -1.096 -0.32
C -1.55101 0.14460 0.76999 0.500 -0.575 0.388 -0.13
C -1.31986 2.71670 1.02727 -0.035 -0.958 1.093 -0.12
H -0.57037 1.50554 -0.49885 0.368 -0.167 0.095 0.09
H 0.30968 1.15575 0.97638 0.069 0.533 0.250 0.09
H -2.24494 -0.04844 -0.04907 -0.255 0.380 0.200 0.07
H -0.92086 -0.74480 0.80027 0.169 -0.013 -0.183 0.04
H -1.19167 2.91518 2.09980 0.377 0.074 -0.203 0.07
H -2.40597 2.59866 0.96310 0.068 0.376 -0.595 0.07
H -2.04025 0.10121 1.74071 -0.417 0.312 0.002 0.07
H -0.91569 3.52827 0.43498 -0.276 0.313 0.067 0.06
C 1.12359 -1.63954 -0.98214 -0.347 -0.715 1.343 -0.18
C 2.37652 -2.44859 -1.34404 -0.277 0.220 -0.268 -0.16
H 0.86928 -1.89360 0.05823 -0.001 0.062 -0.144 0.05
H 1.20989 -0.55640 -0.95481 0.185 0.034 -0.471 0.05
H 0.23257 -1.96270 -1.52261 0.178 0.343 -0.367 0.07
H 3.07842 -1.87222 -1.94200 0.080 -0.043 -0.066 0.06
H 2.88796 -2.80973 -0.45525 0.121 0.118 0.041 0.06
H 2.08555 -3.32898 -1.91416 0.109 -0.042 -0.086 0.06